# C3H5NO2S

One molecule with the formula C3H5NO2S in a non-equilibrium geometry (ωB97M-V/def2-TZVPD, the OMol25 dataset).

```
12
Properties=species:S:1:pos:R:3
H 0.407 -0.617 -1.633
N -2.690 0.038 -1.264
H 2.937 -0.586 0.374
H 1.012 -3.169 0.092
H -2.531 -1.021 -1.509
O -0.423 -0.049 0.203
H -2.198 0.726 -1.807
O -2.741 -1.226 0.844
S -2.175 -0.005 0.380
C 1.194 -2.096 -0.065
C 1.957 -1.034 0.024
C 0.487 -0.889 -0.513
```

Charge: 0
Maximum force, hartree/bohr: 0.06841
2S+1: 1
E_HOMO, eV: -9.8

***

# C39H107N23O14

A 14-piece molecular cluster, C39H107N23O14 overall in a non-equilibrium geometry (ωB97M-V/def2-TZVPD, the OMol25 dataset).

```
183
Properties=species:S:1:pos:R:3
N -7.449 8.527 -0.029
N -3.402 -3.132 6.844
H 0.699 4.643 -5.993
H 0.561 -2.303 0.488
H 1.324 3.674 7.984
H -7.233 9.169 -2.518
H -5.418 -4.429 -11.944
C -10.258 -7.260 -1.469
H -1.089 9.217 0.578
H 2.350 3.425 10.213
H 10.587 -3.408 2.334
C 10.526 -3.138 1.279
O -5.188 -2.305 7.952
C -8.103 6.320 -0.767
H -10.271 4.818 -2.909
H 13.414 -4.425 -1.856
C 2.127 5.032 -7.299
H -9.752 -8.037 -2.042
H 6.164 0.705 6.298
H -6.411 7.670 -2.212
H 8.705 -4.868 -2.128
H 6.183 2.197 5.528
O -8.517 5.433 -1.859
O -1.584 6.237 1.104
H 5.721 5.926 8.486
H -7.932 7.874 -3.217
H -4.779 -3.003 -10.879
C -4.081 -2.752 7.914
H 10.021 -2.464 -2.880
H 3.337 -0.613 -4.375
N 5.416 -0.142 -3.349
H -9.243 8.045 -1.170
H -8.719 -3.813 -4.929
O 9.475 -5.235 -1.688
C 6.249 4.040 7.561
H 7.893 -3.525 0.769
H -8.537 -5.844 -3.324
H -3.836 -3.021 5.938
N 3.216 5.783 -7.274
N -3.322 -2.913 8.881
N -5.601 4.300 4.417
C -5.390 -5.603 1.322
C 6.589 1.937 9.003
C -4.922 3.113 -6.858
N -5.925 -4.837 -11.171
C 5.852 2.484 7.741
H -10.433 5.868 -1.442
C 11.309 -3.678 -1.422
H 11.813 -2.535 -3.164
N -9.116 -3.224 -4.211
H 11.300 -1.613 -0.725
C 2.215 3.209 7.561
C -0.364 -2.139 1.040
N -4.501 2.430 4.110
N -4.891 4.099 -6.003
H -5.410 -7.673 1.459
H 6.155 0.939 9.059
H -10.294 -3.632 -1.034
C 5.506 4.871 8.657
H -4.021 4.382 -8.001
C -2.179 -0.229 -1.584
O -1.442 -1.667 0.197
C -8.183 7.820 -1.051
H 8.197 -4.490 1.942
H 7.550 1.798 6.608
O 2.864 -4.985 -4.036
N 0.168 7.388 0.178
H -1.791 0.555 -2.234
H -2.383 -3.279 8.823
H 7.991 -5.326 0.440
H -5.308 3.898 -5.105
H -2.654 8.353 0.724
H -0.122 -1.441 1.842
C 10.562 -5.565 1.131
H 6.389 0.000 -3.117
O 3.991 0.988 7.627
N -2.360 -1.373 -2.477
H -9.992 -7.433 -0.426
H -9.801 6.484 -2.992
H -2.842 -2.084 -1.945
H 12.563 -1.970 1.322
H -0.293 -0.764 -1.244
H -8.275 -3.710 -2.319
C -9.836 5.626 -2.320
H 3.823 5.724 -8.079
H -4.268 -4.818 -0.023
H 5.755 4.540 9.665
H 3.806 -7.042 -4.831
O -5.446 2.067 -6.661
C -7.403 8.116 -2.295
C -5.670 -4.442 -9.943
H 5.071 -1.068 -3.142
H 3.602 6.140 -6.412
C 4.090 4.615 8.380
H 10.696 -3.925 -3.493
H -3.960 2.853 3.369
C -9.194 -3.837 -2.891
O -6.479 2.406 5.155
C 12.391 -4.787 -1.755
H 7.652 1.753 8.850
H -0.472 -3.012 1.682
C 4.911 0.683 -4.233
H 12.683 -3.611 0.997
H -4.811 -6.453 -0.417
H 3.588 5.114 9.210
C 10.922 -3.076 -2.848
H 2.407 3.705 6.610
H 6.037 4.499 6.595
H 6.356 2.488 9.915
H 9.994 -2.195 1.154
C 12.008 -2.771 0.834
H 1.975 2.206 7.207
H 3.687 5.093 7.487
H -4.391 1.447 4.313
H 7.316 4.109 7.773
C 8.460 -4.448 0.885
H 2.302 -7.760 -5.419
C -9.475 -5.366 -3.042
H 3.705 0.883 6.717
H -11.332 -7.427 -1.544
C 3.553 3.174 8.420
O -5.511 -4.558 1.935
H -10.232 -5.612 -3.787
C -1.074 -0.500 -0.531
H -0.712 0.344 0.057
H 3.954 2.641 10.661
H 11.641 -5.612 0.981
O 5.405 1.795 -4.429
N -4.869 -3.430 -9.968
H 12.555 -5.398 -0.867
C -10.321 -3.193 -2.031
H -7.722 8.148 0.866
H -3.380 1.145 -0.425
H -4.432 4.991 -6.117
C 6.470 1.736 6.473
H -6.526 -6.767 2.486
C -1.028 7.228 0.657
N -4.231 3.395 -7.960
H -10.049 -2.138 -1.983
H -7.770 9.478 0.082
H -3.620 -0.602 -0.160
H 12.922 -2.302 -0.934
O 1.787 4.371 -8.309
C -3.440 0.170 -0.909
C 2.219 -5.880 -4.556
H 3.501 0.730 -5.545
H 10.305 -5.601 2.190
C 9.893 -4.367 0.524
H 0.373 8.157 -0.444
N 2.810 -6.999 -4.992
H -3.040 -1.126 -3.182
H -4.120 2.752 -8.731
H 0.386 -6.404 -5.317
H -8.629 5.984 0.127
N 10.000 -4.168 -0.931
H -6.335 4.727 4.962
H -2.421 -3.371 6.803
C -5.557 2.953 4.566
O -6.123 -5.018 -9.004
H 2.191 5.496 -5.464
H -8.650 -2.328 -4.237
O -9.734 -5.948 -1.683
H -11.332 -3.417 -2.371
H -4.486 -3.009 -9.134
H 10.370 -6.485 0.578
N -5.783 -6.800 1.803
N -1.656 8.381 0.568
N 1.532 5.189 -6.165
N 4.434 2.279 7.728
H -4.940 4.775 3.819
C 3.154 2.747 9.928
H 0.504 -4.896 -4.393
H 12.107 -5.616 -2.404
N 3.846 0.153 -4.791
H 2.701 1.756 9.889
H 0.742 6.558 0.210
C 11.904 -2.513 -0.608
H -6.565 -5.617 -11.138
H -7.033 6.144 -0.659
H -3.626 -2.436 9.718
N -4.733 -5.679 0.227
H -4.360 0.334 -1.469
N 0.913 -5.741 -4.767
```

Charge: 0
Maximum force, hartree/bohr: 0.18967
2S+1: 1
E_HOMO, eV: -8.1

***

# C45H27F4HfN5O2

C45H27F4HfN5O2 as an isolated structure in a non-equilibrium geometry (ωB97M-V/def2-TZVPD, the OMol25 dataset).

```
84
Properties=species:S:1:pos:R:3
H -4.036 0.030 7.243
C 1.917 -1.275 -4.223
H 2.544 2.455 0.895
H 0.311 3.346 3.584
F -5.622 -3.052 0.566
H 5.599 3.240 -2.891
H -2.934 2.712 1.721
H -1.716 -0.712 6.825
N -6.838 3.621 -1.810
H 3.002 -3.120 -4.226
C -6.375 -0.947 -0.091
H 3.547 1.925 -3.228
C -6.141 0.389 -0.559
F -7.617 -1.336 0.127
C 2.789 -0.990 -1.616
C -2.921 -2.373 0.203
C -5.349 -1.834 0.128
C 2.773 1.051 3.247
C 0.781 2.407 3.332
C 2.146 2.258 3.529
C -4.170 1.101 5.389
C 4.358 3.391 0.248
N -9.662 0.853 -0.421
H 4.570 3.827 1.213
C -1.625 -1.950 0.046
O 1.328 0.764 -0.024
C 1.679 1.208 -1.301
C 3.773 2.329 -2.253
H 0.690 6.188 0.264
C 1.992 0.003 -2.186
C 5.231 3.586 -0.813
C 2.919 2.092 -1.180
F -4.428 1.951 -1.174
C 3.214 2.640 0.065
C 2.712 -2.257 -3.647
C -4.770 0.725 -0.785
H 1.313 4.681 -1.617
N -3.148 -4.662 1.323
C -3.768 -0.181 -0.596
C -2.216 1.041 3.974
C 2.031 -0.030 2.799
H -4.050 2.073 3.504
C 1.562 -0.146 -3.502
C -6.967 2.577 -1.356
N -0.693 2.618 0.111
H 2.504 -0.988 2.636
C -1.581 0.252 4.930
H 3.135 -0.857 -0.602
C -3.083 -3.648 0.800
C 0.472 2.034 -1.887
H -0.564 -0.079 4.783
C -1.943 2.828 2.178
H 0.750 2.498 -2.835
H 3.836 0.948 3.398
N -0.545 -1.519 -0.067
C -3.980 -1.494 -0.099
C -8.538 1.014 -0.583
C -0.560 4.723 1.204
C 0.295 5.185 0.213
H -0.842 5.367 2.022
H 3.770 -2.868 -1.892
C 0.638 4.352 -0.843
H 0.962 0.604 -3.995
C -3.522 1.458 4.217
C -3.531 0.314 6.334
H -2.045 3.500 3.029
H 6.149 4.130 -0.657
C 0.110 3.068 -0.874
H 1.571 -1.386 -5.240
H -5.174 1.452 5.571
H 2.721 3.089 3.911
C -1.032 3.417 1.142
C -1.505 1.405 2.665
C 0.657 0.102 2.618
H -0.374 1.333 -2.040
O -1.836 0.481 1.647
C -2.234 -0.108 6.097
F -2.475 0.262 -0.913
C -7.175 1.294 -0.809
C 4.928 3.068 -2.064
Hf -0.434 0.554 0.420
H 0.048 -0.789 2.430
C 0.019 1.341 2.854
C 3.144 -2.113 -2.338
```

Charge: +2
Maximum force, hartree/bohr: 0.07455
2S+1: 1
E_HOMO, eV: -13.6

***

# C3H9NO2

A 2-piece molecular cluster, C3H9NO2 overall in a non-equilibrium geometry (ωB97M-V/def2-TZVPD, the OMol25 dataset).

```
15
Properties=species:S:1:pos:R:3
O -2.407 -1.048 0.536
H 2.461 0.035 -0.099
H -0.588 -0.546 0.871
H -1.264 2.096 -0.044
H 1.676 -1.538 -0.264
H -1.442 -0.397 -1.158
O 0.271 1.308 0.896
C 1.508 -0.463 -0.270
C -1.586 -1.172 -0.391
C 0.516 -0.080 0.813
H 0.898 -0.335 1.805
N -0.328 1.796 -0.320
H 0.213 2.623 -0.561
H -1.066 -2.128 -0.570
H 1.138 -0.150 -1.245
```

Charge: 0
SMILES string: CCON.C=O
Maximum force, hartree/bohr: 0.07285
2S+1: 1
E_HOMO, eV: -9.8